# 1
C9H11Cl2O3P | ωB97M-V/def2-TZVPD

```
26
Properties=species:S:1:pos:R:3:forces:R:3:lowdin_charge:R:1
C 2.0245 -0.8464 -3.5894 -0.55 0.98 4.61 0.128
C 1.8798 -0.5816 -2.3817 0.41 -0.68 -4.35 -0.085
C 1.6980 -0.1814 -0.9793 0.38 -0.78 -0.52 -0.262
O 0.4279 0.4620 -0.8492 -1.51 0.16 1.36 -0.219
P -0.1774 0.4150 0.7001 1.77 0.32 0.21 0.579
O 0.9186 0.7174 1.6392 -0.21 0.18 -0.09 -0.269
C -0.8173 -1.2341 1.0916 -0.65 0.89 -1.31 -0.132
C -0.2500 -1.9201 2.0524 0.38 -0.38 0.24 -0.132
C 0.3608 -2.5942 2.9903 0.18 0.53 0.30 0.030
O -1.3963 1.5131 0.7993 0.93 -2.09 -0.82 -0.191
C -1.1076 2.8543 0.4094 0.01 1.09 -0.21 -0.515
C -1.4311 3.7507 1.5966 2.52 0.11 0.42 -0.492
Cl -1.0166 5.4907 1.1836 -0.28 -1.05 0.41 0.559
C -1.9825 3.2502 -0.7879 0.68 -0.65 -0.84 -0.529
Cl -3.7306 3.1271 -0.4137 0.23 -0.11 -0.11 0.591
H 2.1427 -1.0692 -4.6196 0.03 -0.07 -0.11 0.017
H 1.7846 -1.0929 -0.3636 -0.25 0.36 0.02 0.123
H 2.5125 0.4787 -0.6931 -0.10 0.21 0.17 0.126
H -1.6558 -1.6039 0.4933 -0.43 0.27 0.96 0.094
H 0.7012 -2.0815 3.9021 -1.13 -0.35 0.03 0.086
H 0.6510 -3.6361 2.9046 0.62 0.31 -0.61 0.068
H -0.0251 2.9796 0.1890 -0.66 -0.11 -0.21 0.147
H -0.8477 3.4314 2.4854 -0.05 0.43 -0.69 0.102
H -2.4283 3.6715 1.8657 -2.01 0.21 0.25 0.028
H -1.8013 4.2893 -1.0693 0.06 -0.23 0.11 0.049
H -1.7462 2.5960 -1.6646 -0.37 0.48 0.78 0.097
```
Forces are in eV/Å.

The value obtained for the LUMO energy is -0.347 eV. The value obtained for the HOMO energy is -9.4 eV. The SMILES is C#CCO[P@](=O)(C=C=C)OC(CCl)CCl. For the gap between HOMO and LUMO, the calculation gives 9.050 eV.


# 2
C9H11Cl9O6 | ωB97M-V/def2-TZVPD

```
35
Properties=species:S:1:pos:R:3:forces:R:3:lowdin_charge:R:1
Cl 17.1488 0.6818 19.3420 -0.19 -0.89 1.10 0.432
C 16.7611 -0.5486 20.6743 -0.51 0.73 -1.09 -1.462
Cl 15.3062 -1.4590 20.1983 0.61 0.05 0.01 0.503
Cl 16.4161 0.2656 22.1988 0.42 -0.05 -0.17 0.510
H 17.6266 -1.2079 20.7408 -0.30 0.16 0.10 0.018
Cl 21.0024 3.7438 25.1631 -0.62 -0.13 0.02 0.484
C 20.2867 3.2622 23.6017 1.38 0.19 0.13 -1.466
Cl 21.0982 1.7136 23.1528 -0.66 0.62 -0.21 0.467
Cl 20.6778 4.5925 22.4667 -0.44 -0.75 0.02 0.492
H 19.2085 3.1162 23.6669 0.33 0.04 0.01 0.022
Cl 14.9672 1.3710 15.0758 0.07 0.02 -0.28 0.507
C 16.4175 2.1381 14.4019 -0.01 0.08 -0.01 -1.530
Cl 16.0051 3.4841 13.3005 0.08 -0.37 0.56 0.502
Cl 17.4465 0.9834 13.5398 -0.19 0.06 0.24 0.512
H 16.9553 2.4954 15.2801 0.08 0.22 -0.50 0.010
O 18.3468 -3.1665 17.1968 0.51 -2.49 0.74 0.128
C 18.6734 -4.2682 17.6171 0.38 2.88 -2.70 -0.579
O 18.7087 -4.5900 18.8733 -1.05 0.45 2.67 0.096
C 18.9924 -5.9360 19.0788 1.13 -1.36 1.05 -0.141
C 19.3690 -6.4312 17.7264 0.17 -0.62 -1.94 -0.103
O 19.2099 -5.2612 16.8724 -0.35 -0.72 0.15 0.073
H 19.8637 -6.0678 19.7203 -0.02 0.54 0.29 0.132
H 18.2129 -6.5203 19.5677 -0.51 0.49 -0.25 0.137
H 18.7685 -7.2567 17.3442 -0.47 0.30 -0.03 0.128
H 20.3812 -6.8270 17.6437 0.21 0.56 0.08 0.129
O 20.8432 4.7605 15.4871 1.51 -3.45 1.75 0.101
C 21.2349 3.7390 16.0838 -1.18 3.44 -0.69 -0.566
O 22.0251 3.7405 17.1677 0.85 0.39 1.33 0.056
C 22.0771 2.4315 17.8201 0.09 0.65 -1.12 -0.085
C 21.4833 1.5675 16.7497 -0.91 -0.02 -0.72 -0.104
O 20.8778 2.5038 15.8417 -0.86 -1.16 -1.18 0.064
H 23.1149 2.1169 17.9302 -0.08 0.53 0.66 0.132
H 21.4657 2.4044 18.7221 0.40 0.40 0.11 0.132
H 20.6473 0.9754 17.1218 0.42 -0.49 -0.20 0.135
H 22.2491 1.0284 16.1920 -0.32 -0.33 0.09 0.135
```
Forces are in eV/Å.

The value obtained for the LUMO energy is 0.084 eV. The value obtained for the HOMO energy is -10.7 eV. The SMILES is ClC(Cl)Cl.ClC(Cl)Cl.ClC(Cl)Cl.O=C1OCCO1.O=C1OCCO1. For the gap between HOMO and LUMO, the calculation gives 10.744 eV. As for the relative energy (zero: lowest compared OMol25 entry of this formula, charge and spin): 0.00 kcal/mol.


# 3
C9H11ClN2O2RuS | ωB97M-V/def2-TZVPD

```
27
Properties=species:S:1:pos:R:3:forces:R:3:lowdin_charge:R:1
Cl -2.3708 1.0683 -1.2540 -0.04 0.06 0.52 0.413
C 0.6649 -1.5661 -1.6442 0.69 0.40 0.02 -0.098
C 1.7876 -0.7622 -1.1591 -0.56 -2.00 -0.87 -0.046
C 1.6576 0.5262 -1.7133 0.17 0.31 0.22 -0.001
H 2.6121 -1.1846 -0.5972 -0.02 0.22 -0.06 0.139
C 0.4458 0.6084 -2.4275 -1.47 -0.89 -0.72 -0.286
C -0.2672 -0.6919 -2.3054 2.13 1.26 -2.11 -0.153
H -1.1988 -0.9566 -2.8161 0.61 0.03 0.10 0.136
H 0.5245 -2.6448 -1.6018 0.29 0.25 0.21 0.145
H 2.3448 1.3422 -1.5857 0.21 0.14 -0.04 0.144
C -0.1114 1.7885 -3.0887 -0.30 0.26 0.28 -0.055
Ru -0.5869 -0.2561 -0.2148 -0.76 1.65 2.00 0.810
C -0.0306 -1.7024 0.8029 1.57 -4.66 2.07 -0.290
C -2.2858 -0.8577 0.1832 -5.70 -1.14 1.84 -0.423
O 0.2781 -2.7053 1.3072 -1.01 3.41 -1.31 0.198
O -3.3695 -1.1535 0.4638 3.29 0.34 -0.66 0.172
H 0.3253 2.6992 -2.7049 0.39 0.27 -0.24 0.104
H -1.1668 1.8264 -2.8204 0.19 0.14 -0.50 -0.023
H -0.0879 1.7473 -4.1700 0.30 -0.05 -0.34 0.121
N -1.0020 -0.0521 3.4232 0.14 0.22 -0.24 0.176
C 0.1328 0.5048 3.0258 0.73 -0.44 2.02 -0.777
N 1.1847 0.5101 3.8606 -1.21 -0.33 -1.00 0.179
S 0.2573 1.3035 1.5018 -0.04 0.20 -1.04 0.869
H -1.1266 -0.3621 4.3832 -0.03 0.03 -0.19 0.159
H -1.8292 0.0529 2.8536 -0.03 -0.06 0.11 0.114
H 2.0383 0.9463 3.5787 0.44 0.19 -0.04 0.121
H 1.1798 -0.0285 4.7190 0.02 0.17 0.00 0.151
```
Forces are in eV/Å.

The value obtained for the LUMO energy (alpha / beta) is -7.411 / -11.923 eV. As for the spin multiplicity: 5. The net charge is +2. The value obtained for the HOMO energy (alpha / beta) is -15.1 / -17.1 eV. For the gap between HOMO and LUMO (alpha / beta), the calculation gives 7.715 / 5.141 eV. As for the relative energy (zero: lowest compared OMol25 entry of this formula, charge and spin): 8.93 kcal/mol. The expectation value of S² is 6.029.


Repeat the second record exactly.
C9H11Cl9O6 | ωB97M-V/def2-TZVPD

```
35
Properties=species:S:1:pos:R:3:forces:R:3:lowdin_charge:R:1
Cl 17.1488 0.6818 19.3420 -0.19 -0.89 1.10 0.432
C 16.7611 -0.5486 20.6743 -0.51 0.73 -1.09 -1.462
Cl 15.3062 -1.4590 20.1983 0.61 0.05 0.01 0.503
Cl 16.4161 0.2656 22.1988 0.42 -0.05 -0.17 0.510
H 17.6266 -1.2079 20.7408 -0.30 0.16 0.10 0.018
Cl 21.0024 3.7438 25.1631 -0.62 -0.13 0.02 0.484
C 20.2867 3.2622 23.6017 1.38 0.19 0.13 -1.466
Cl 21.0982 1.7136 23.1528 -0.66 0.62 -0.21 0.467
Cl 20.6778 4.5925 22.4667 -0.44 -0.75 0.02 0.492
H 19.2085 3.1162 23.6669 0.33 0.04 0.01 0.022
Cl 14.9672 1.3710 15.0758 0.07 0.02 -0.28 0.507
C 16.4175 2.1381 14.4019 -0.01 0.08 -0.01 -1.530
Cl 16.0051 3.4841 13.3005 0.08 -0.37 0.56 0.502
Cl 17.4465 0.9834 13.5398 -0.19 0.06 0.24 0.512
H 16.9553 2.4954 15.2801 0.08 0.22 -0.50 0.010
O 18.3468 -3.1665 17.1968 0.51 -2.49 0.74 0.128
C 18.6734 -4.2682 17.6171 0.38 2.88 -2.70 -0.579
O 18.7087 -4.5900 18.8733 -1.05 0.45 2.67 0.096
C 18.9924 -5.9360 19.0788 1.13 -1.36 1.05 -0.141
C 19.3690 -6.4312 17.7264 0.17 -0.62 -1.94 -0.103
O 19.2099 -5.2612 16.8724 -0.35 -0.72 0.15 0.073
H 19.8637 -6.0678 19.7203 -0.02 0.54 0.29 0.132
H 18.2129 -6.5203 19.5677 -0.51 0.49 -0.25 0.137
H 18.7685 -7.2567 17.3442 -0.47 0.30 -0.03 0.128
H 20.3812 -6.8270 17.6437 0.21 0.56 0.08 0.129
O 20.8432 4.7605 15.4871 1.51 -3.45 1.75 0.101
C 21.2349 3.7390 16.0838 -1.18 3.44 -0.69 -0.566
O 22.0251 3.7405 17.1677 0.85 0.39 1.33 0.056
C 22.0771 2.4315 17.8201 0.09 0.65 -1.12 -0.085
C 21.4833 1.5675 16.7497 -0.91 -0.02 -0.72 -0.104
O 20.8778 2.5038 15.8417 -0.86 -1.16 -1.18 0.064
H 23.1149 2.1169 17.9302 -0.08 0.53 0.66 0.132
H 21.4657 2.4044 18.7221 0.40 0.40 0.11 0.132
H 20.6473 0.9754 17.1218 0.42 -0.49 -0.20 0.135
H 22.2491 1.0284 16.1920 -0.32 -0.33 0.09 0.135
```
Forces are in eV/Å.

The value obtained for the LUMO energy is 0.084 eV. The value obtained for the HOMO energy is -10.7 eV. The SMILES is ClC(Cl)Cl.ClC(Cl)Cl.ClC(Cl)Cl.O=C1OCCO1.O=C1OCCO1. For the gap between HOMO and LUMO, the calculation gives 10.744 eV. As for the relative energy (zero: lowest compared OMol25 entry of this formula, charge and spin): 0.00 kcal/mol.